[1]
The following is a quantum chemistry calculation of a cluster of 9 separate species, C22H45ClN3O9S5 in total, from the OMol25 dataset.

```
! RIJCOSX wB97M-V def2-TZVPD def2/J DEFGRID3
* xyz -1 1
Cl -0.1582 0.1752 0.9240
O -0.6264 0.4029 2.2623
O -0.4527 -1.2092 0.5772
O -0.7149 1.1496 0.0192
O 1.2938 0.2781 0.9144
N 2.9805 2.5991 -0.3394
C 3.9399 3.5738 -0.2431
C 3.5181 4.6496 -0.9852
C 2.2502 4.3185 -1.5559
C 1.9470 3.0691 -1.0907
H 2.8816 1.7736 0.2304
H 4.8689 3.3949 0.2722
H 4.0254 5.5967 -1.0763
H 1.7085 4.8924 -2.2888
H 1.1173 2.4171 -1.3123
N 1.9274 -2.7219 -1.0141
C 2.5376 -1.8684 -1.8842
C 3.5000 -2.5735 -2.5652
C 3.4777 -3.9008 -2.0702
C 2.4813 -3.9643 -1.1275
H 1.1287 -2.4448 -0.4614
H 2.2334 -0.8376 -1.9615
H 4.1444 -2.1777 -3.3340
H 4.0903 -4.7447 -2.3412
H 2.1520 -4.7819 -0.5088
N 5.2738 -0.1231 -0.3993
C 6.5941 0.2225 -0.3214
C 6.8392 0.6848 0.9442
C 5.6102 0.5989 1.6578
C 4.6661 0.0942 0.8035
H 4.8239 -0.4675 -1.2310
H 7.2127 0.1395 -1.1991
H 7.7757 1.0458 1.3353
H 5.4359 0.9593 2.6586
H 3.6062 -0.0440 0.9462
C -2.5552 -3.4721 2.3508
S -3.8571 -2.3660 1.7622
O -5.1061 -3.1599 1.8103
C -3.8687 -1.2975 3.2070
H -2.5261 -4.2974 1.6436
H -2.9256 -3.8720 3.2947
H -1.5895 -2.9689 2.3624
H -2.9111 -0.7717 3.2660
H -3.9235 -1.8897 4.1230
H -4.7213 -0.6321 3.0991
C 1.4639 3.8460 2.7259
S -0.1487 3.8574 3.5058
O -0.0553 4.8280 4.6292
C -1.0543 4.5375 2.1066
H 1.6791 4.7817 2.2038
H 1.6350 2.9787 2.0919
H 2.1654 3.8343 3.5621
H -0.8995 3.9235 1.2191
H -0.6600 5.5343 1.8920
H -2.1088 4.5930 2.3664
C -3.6476 2.0762 1.3265
S -4.6384 1.2461 0.0862
O -5.6808 0.5305 0.8728
C -5.4605 2.6884 -0.6238
H -3.2658 1.3262 2.0126
H -4.2812 2.7807 1.8683
H -2.8379 2.6180 0.8391
H -4.8925 3.0810 -1.4695
H -5.5997 3.4829 0.1073
H -6.4112 2.3115 -0.9951
C -2.1087 1.5523 -3.1104
S -1.5765 0.1541 -4.0932
O -0.3779 0.5753 -4.8550
C -1.0430 -0.8288 -2.6988
H -2.8855 1.3300 -2.3797
H -2.4728 2.3320 -3.7808
H -1.2319 1.9537 -2.5965
H -1.7730 -0.8144 -1.8900
H -0.1551 -0.3563 -2.2673
H -0.7351 -1.8320 -2.9859
C -2.3447 -6.7518 -1.3627
S -3.0440 -5.0834 -1.3870
O -3.9503 -4.9679 -0.2189
C -1.5034 -4.2427 -1.0023
H -3.1632 -7.4627 -1.4448
H -1.8345 -6.8671 -0.4060
H -1.6524 -6.8783 -2.1941
H -1.7054 -3.1707 -1.0081
H -0.7482 -4.4242 -1.7706
H -1.1003 -4.5218 -0.0290
*
```

=====

[2]
The following is a quantum chemistry calculation of a cluster of 3 separate species, C22H45N2O8P in total, from the OMol25 dataset.

```
! RIJCOSX wB97M-V def2-TZVPD def2/J DEFGRID3
* xyz 0 3
C -1.4289 -8.2816 1.1296
O -2.4348 -7.4396 1.7958
P -1.7737 -6.5484 3.1383
O -0.2576 -6.9461 3.4938
O -2.7484 -6.7767 4.6047
O -1.8229 -4.8061 2.8001
C -1.0771 -4.6388 1.5353
C 0.0725 -3.4757 1.8099
C 1.5413 -4.1944 1.5353
O 2.1032 -3.9262 0.3330
O 2.1519 -5.0919 2.5535
H -0.6331 -7.6670 0.4916
H -0.8737 -8.9845 1.8968
H -2.0257 -8.9285 0.3227
H -2.0552 -6.8713 5.3495
H -0.5116 -5.6174 1.2283
H -1.7671 -4.3453 0.6163
H -0.0245 -3.1248 2.9257
H -0.1251 -2.6052 1.0347
H 2.5527 -4.5515 3.3040
C 4.4540 -0.8457 -3.7117
C 3.3750 -0.9078 -2.5905
C 1.9641 -1.1987 -3.1880
C 1.2369 0.0080 -3.7697
C 1.2805 1.2027 -2.8217
C 2.7305 1.5492 -2.3949
N 3.4408 0.3679 -1.8036
O 2.8872 0.1252 -0.5341
C 3.4951 2.1002 -3.6344
C 2.7008 2.7679 -1.4196
C 3.7689 -2.1775 -1.7583
H 5.1543 -0.0138 -3.5638
H 5.0878 -1.7393 -3.7322
H 4.0120 -0.7451 -4.7084
H 1.3169 -1.6179 -2.4013
H 2.0361 -1.9727 -3.9590
H 1.6609 0.2739 -4.7435
H 0.1890 -0.2582 -3.9614
H 0.8085 2.0654 -3.3070
H 0.6670 0.9809 -1.9404
H 4.5311 2.3470 -3.3796
H 3.0235 3.0135 -4.0057
H 3.5123 1.4093 -4.4812
H 2.0963 2.5839 -0.5259
H 2.2717 3.6513 -1.9059
H 3.7159 3.0335 -1.0973
H 4.7387 -2.0462 -1.2622
H 3.8447 -3.0594 -2.4075
H 3.0229 -2.4272 -0.9950
C -1.1624 2.4814 2.5769
C -2.0143 2.4372 1.2741
C -1.2722 3.1411 0.0968
C -1.3780 4.6615 0.0704
C -2.8162 5.1294 0.2721
C -3.4459 4.5259 1.5544
N -3.3605 3.0286 1.5724
O -4.2727 2.5350 0.6230
C -2.7350 5.1428 2.7947
C -4.9155 5.0343 1.6922
C -2.0672 0.9127 0.9099
H -1.7699 2.7231 3.4584
H -0.7079 1.5126 2.8126
H -0.3471 3.2098 2.5156
H -1.6770 2.7721 -0.8590
H -0.2136 2.8611 0.1005
H -0.7206 5.1013 0.8274
H -1.0133 5.0333 -0.8962
H -2.8361 6.2250 0.3158
H -3.4078 4.8531 -0.6088
H -3.1420 4.7336 3.7253
H -2.8781 6.2260 2.8241
H -1.6533 4.9858 2.8029
H -5.5382 4.7770 0.8297
H -4.9481 6.1260 1.7818
H -5.3884 4.6188 2.5915
H -2.6131 0.3384 1.6688
H -1.0547 0.4942 0.8415
H -2.5364 0.7296 -0.0637
*
```

=====

[3]
The following is a quantum chemistry calculation of a structure of composition C22H46N3O2P3Zr, from the OMol25 dataset.

```
! RIJCOSX wB97M-V def2-TZVPD def2/J DEFGRID3
* xyz 4 1
P 2.6592 -0.4522 -0.6979
C 3.5472 -0.7388 0.8793
H 4.6258 -0.6317 0.6991
H 3.3511 -1.7523 1.2513
H 3.2390 -0.0121 1.6379
C 3.2329 -1.9451 -1.5801
H 3.0894 -1.8552 -2.6596
H 2.6641 -2.8129 -1.2262
H 4.2992 -2.0952 -1.3656
C 3.7703 0.8104 -1.4099
H 4.7946 0.4098 -1.4053
H 3.7271 1.7246 -0.8062
H 3.4712 1.0468 -2.4370
P -0.8384 2.8048 -1.0639
C -0.9511 3.9465 0.3557
H -1.4182 4.8837 0.0185
H 0.0506 4.1515 0.7511
H -1.5640 3.5029 1.1492
C 0.1558 3.8334 -2.1984
H 0.1026 3.4573 -3.2243
H 1.2050 3.8370 -1.8853
H -0.2338 4.8596 -2.1746
C -2.4759 3.0824 -1.8238
H -2.5733 4.1540 -2.0495
H -3.2701 2.7746 -1.1364
H -2.5675 2.5072 -2.7520
P -2.0881 -1.8414 -0.6247
C -2.9951 -2.2266 0.9118
H -3.6802 -3.0647 0.7179
H -3.5628 -1.3501 1.2449
H -2.2848 -2.5053 1.6985
C -3.4889 -1.7356 -1.7848
H -4.1875 -2.5522 -1.5601
H -3.1519 -1.8117 -2.8229
H -3.9971 -0.7728 -1.6542
C -1.3795 -3.4728 -1.0317
H -2.1989 -4.2015 -1.1064
H -0.6827 -3.7768 -0.2397
H -0.8333 -3.4273 -1.9816
Zr -0.1500 0.1258 -0.5454
C 1.1703 1.5966 0.4779
O 1.8295 2.2982 1.1581
C -2.0569 0.7582 0.3931
O -3.0537 1.0518 0.9549
C -1.3767 -0.1136 -3.8687
C -0.7258 -1.3464 -3.7268
C 0.6722 -1.3913 -3.6594
C 1.4155 -0.2140 -3.7908
C 0.7674 1.0132 -3.9299
C -0.6340 1.0620 -3.9947
H -2.4686 -0.0615 -3.9155
H -1.2891 -2.2806 -3.7293
H 1.1673 -2.3582 -3.5372
H 2.5084 -0.2435 -3.8470
H 1.3631 1.9241 -4.0183
H -1.1478 2.0013 -4.2033
C -1.8451 -0.7122 4.1256
N -0.9444 0.0620 3.2503
C -0.9002 1.4923 3.5644
C 0.1543 -0.6106 2.7097
N 0.1822 -1.0017 1.4197
N 1.1889 -0.9490 3.5255
C 1.6182 -0.1152 4.6453
C 1.8490 -2.2600 3.4660
H -1.7842 -0.3816 5.1754
H -1.5977 -1.7822 4.0797
H -2.8771 -0.5813 3.7708
H -0.6900 1.6753 4.6360
H -0.1423 1.9914 2.9466
H -1.8830 1.9372 3.3445
H 0.7742 -1.8356 1.3093
H 1.1370 -0.4158 5.5881
H 2.7009 -0.2369 4.7637
H 1.4246 0.9472 4.4690
H 1.6723 -2.7765 2.5162
H 2.9334 -2.1038 3.5890
H 1.4762 -2.9177 4.2742
*
```

=====

[4]
The following is a quantum chemistry calculation of a structure of composition C22H46N7ReSSi3, from the OMol25 dataset.

```
! RIJCOSX wB97M-V def2-TZVPD def2/J DEFGRID3
* xyz 3 2
Re 0.2656 -1.0096 -0.2691
C -3.2624 -2.2961 -0.6683
Si -2.7725 -0.6862 -1.5174
C -4.3853 0.2069 -1.7735
C -2.1012 -0.9691 -3.2459
C -1.3789 0.1911 -0.3607
Si -0.9863 1.9571 -1.1139
C -0.0868 1.6310 -2.7425
C 0.0828 3.0436 -0.0178
C -2.5244 2.9581 -1.3511
Si -2.1301 0.3702 1.4163
C -3.9556 0.5784 1.5899
C -1.2465 1.5841 2.5106
C -1.6105 -1.3121 2.0846
C -2.1685 -1.9681 3.1759
C -1.6740 -3.1944 3.5842
C -0.6243 -3.7655 2.8699
C -0.1147 -3.0899 1.7878
N -0.5906 -1.8797 1.4112
H -3.4917 -3.0416 -1.4371
H -4.1758 -2.1462 -0.0872
H -2.5117 -2.7287 -0.0024
H -5.0979 -0.5688 -2.0757
H -4.3356 0.9336 -2.5800
H -4.7867 0.6985 -0.8923
H -2.5507 -1.8832 -3.6472
H -1.0197 -1.0749 -3.3220
H -2.4054 -0.1514 -3.9037
H 0.3977 0.6432 -2.7995
H 0.6633 2.4011 -2.9442
H -0.7942 1.6591 -3.5744
H 0.7075 2.5388 0.7168
H -0.5612 3.7389 0.5250
H 0.7199 3.6555 -0.6657
H -3.2018 2.5893 -2.1106
H -2.2064 3.9628 -1.6546
H -3.0807 3.0699 -0.4148
H -4.3162 1.4440 1.0310
H -4.1871 0.7717 2.6426
H -4.5245 -0.2952 1.2706
H -1.5057 2.6177 2.2749
H -0.1629 1.4790 2.4471
H -1.5506 1.4023 3.5462
H -3.0047 -1.5120 3.6940
H -2.1009 -3.7102 4.4350
H -0.2114 -4.7264 3.1441
H 0.6820 -3.5227 1.1945
N 2.3164 -1.7448 -1.4705
N 2.2758 -3.0484 -1.9805
C 1.0955 -3.6546 -2.1682
N 1.0717 -4.8102 -2.7960
S -0.3576 -2.9809 -1.5783
H 2.5665 -1.0969 -2.2172
H 3.0492 -1.7001 -0.7655
H 3.1187 -3.4190 -2.4009
H 1.9030 -5.2535 -3.1633
H 0.1981 -5.3007 -2.9244
C 4.4097 2.7071 -0.6993
C 3.2222 2.3843 -1.5769
N 2.4232 1.3216 -0.9318
C 2.4260 1.0373 0.3848
N 1.6319 -0.0021 0.8355
C 1.9175 -0.5567 2.1979
C 3.2465 -0.0991 2.7545
C 3.3171 1.3993 2.6206
N 3.1925 1.7405 1.1959
C 3.8947 2.9441 0.7044
H 4.9174 3.5958 -1.0693
H 5.1268 1.8831 -0.6996
H 3.5351 2.0248 -2.5547
H 2.6075 3.2745 -1.7215
H 1.6265 1.0013 -1.4536
H 1.9178 -1.6416 2.1356
H 1.1139 -0.2710 2.8780
H 4.0760 -0.5494 2.2029
H 3.3328 -0.4039 3.7962
H 4.2665 1.7906 2.9747
H 2.5232 1.8831 3.1934
H 4.7072 3.1589 1.3922
H 3.2077 3.7926 0.7247
*
```

=====

[5]
The following is a quantum chemistry calculation of a structure of composition C22H47AlNO4Si2, from the OMol25 dataset.

```
! RIJCOSX wB97M-V def2-TZVPD def2/J DEFGRID3
* xyz 1 1
O -1.7438 -2.4488 -3.1770
O -2.4424 -0.8979 -4.6971
C -0.4382 -3.0174 -3.2396
C 0.0795 -3.5851 -1.9329
H 0.1802 -2.1845 -3.5871
H -0.4047 -3.8036 -4.0110
H 0.2793 -2.8122 -1.1781
H 1.0316 -4.0901 -2.1295
H -0.6181 -4.3273 -1.5289
C -2.4796 -2.3309 -1.8947
C -3.6693 -3.2298 -2.1064
H -2.6950 -1.2609 -1.8045
H -1.8161 -2.6387 -1.0808
H -4.1716 -2.9678 -3.0401
H -4.3792 -3.1904 -1.2753
H -3.3119 -4.2612 -2.1956
C -3.3799 0.2377 -4.6151
C -2.2333 -1.4211 -6.0892
C -4.4924 0.0015 -3.6318
H -3.7556 0.3716 -5.6404
H -2.7702 1.1226 -4.3663
H -4.9695 -0.9767 -3.7513
H -5.2885 0.7356 -3.7943
H -4.1186 0.1189 -2.6060
C -3.2869 -2.4714 -6.2527
H -1.2174 -1.8226 -6.1018
H -2.2939 -0.5401 -6.7496
H -3.3409 -3.1358 -5.3715
H -3.0831 -3.0590 -7.1415
H -4.2600 -1.9716 -6.3532
H -2.4315 -1.7956 -4.0785
Al 0.9766 1.4347 -1.5077
C -0.1671 1.5944 -2.9707
Si 0.7073 1.7704 -4.5963
H -1.0495 2.2504 -2.8386
H -0.6682 0.6010 -2.9432
C 1.6474 0.1888 -4.9705
C 1.7770 3.3029 -4.4504
C -0.4429 2.0156 -6.0839
C 2.8459 1.8981 -1.6581
Si 3.7550 1.7575 -0.0076
H 3.0524 2.9066 -2.0805
H 3.3342 1.1954 -2.3608
C 5.3778 2.7117 -0.2358
C 4.1245 -0.0446 0.3778
C 2.7566 2.5103 1.4068
H 0.0689 2.6736 -6.8036
H -1.3847 2.4995 -5.7961
H -0.6753 1.0713 -6.5853
H 2.4542 -0.0035 -4.2475
H 2.0978 0.2369 -5.9772
H 0.9605 -0.6775 -4.9382
H 2.8276 3.0522 -4.3092
H 1.4551 3.8953 -3.5862
H 1.6677 3.9198 -5.3524
H 4.5935 -0.5294 -0.4923
H 3.2137 -0.6043 0.6440
H 4.8328 -0.1034 1.2246
H 2.2095 1.7379 1.9697
H 2.0395 3.2689 1.0613
H 3.4605 2.9989 2.1035
H 6.0664 2.5025 0.5938
H 5.1727 3.7945 -0.2698
H 5.8404 2.4000 -1.1827
O -0.2587 -1.3395 0.8754
C 0.0449 -0.2945 0.3035
O 0.8612 -0.2337 -0.7575
C -0.5141 1.0372 0.7442
C -1.3640 1.1508 1.8422
C -1.9424 2.3957 2.1234
C -1.6986 3.4682 1.2453
C -0.8722 3.2845 0.1350
N -0.2431 2.0914 -0.0920
H -1.5707 0.2448 2.3977
H -2.6254 2.5257 2.9716
H -2.1520 4.4546 1.3884
H -0.6904 4.0810 -0.5958
*
```

=====

[6]
The following is a quantum chemistry calculation of a structure of composition C22H47As3ClN6O6Sc, from the OMol25 dataset.

```
! RIJCOSX wB97M-V def2-TZVPD def2/J DEFGRID3
* xyz 2 1
Sc -0.5637 -0.4199 1.3828
C -3.8204 -2.6432 0.6525
As -2.1756 -2.1120 -0.2304
C -1.4838 -3.9099 -0.5635
C -2.7864 -1.7426 -2.0334
C -3.4251 -0.3785 -2.3152
C -4.5868 -0.0973 -1.3485
C -2.3988 0.7539 -2.2390
As -1.7201 1.3896 -0.5207
C -0.3159 2.4702 -1.3274
C -2.9858 2.7818 -0.0876
C -4.0347 -0.3844 -3.7359
As -3.1437 -0.8878 -5.4271
C -2.9868 -2.8241 -5.1913
C -1.2522 -0.4519 -5.1564
H -4.4790 -3.0923 -0.0842
H -4.3068 -1.7936 1.1190
H -3.5756 -3.3787 1.4137
H -2.1439 -4.3627 -1.2964
H -1.0842 -5.4759 0.5536
H -0.4823 -3.8333 -0.9840
H -3.4957 -2.5357 -2.2605
H -1.9207 -1.8860 -2.6798
H -4.2501 -0.0101 -0.3133
H -5.3358 -0.8916 -1.3814
H -5.0848 0.8399 -1.6080
H -2.8234 1.6557 -2.6765
H -1.5062 0.5112 -2.8151
H -0.7456 2.9656 -2.1924
H 0.5085 1.8266 -1.6320
H 0.0555 3.2253 -0.6390
H -3.1774 3.3544 -0.9894
H -2.5561 3.4279 0.6736
H -3.9158 2.3643 0.2908
H -4.4303 0.6127 -3.9426
H -4.9061 -1.0486 -3.7378
H -3.9611 -3.2405 -4.9288
H -2.2483 -3.1189 -4.4442
H -2.6961 -3.2393 -6.1560
H -1.1139 0.6287 -5.1097
H -0.7354 -0.8168 -6.0451
H -0.8040 -0.9243 -4.2801
O -0.2830 -2.0703 4.3328
Cl -0.9771 -2.4426 3.1209
O -1.5001 -4.6156 0.6706
O 0.0025 -2.4025 1.9476
O -1.9044 -1.2749 2.7208
N 1.6667 -0.2731 2.6356
C 2.6512 -0.7510 1.6369
C 4.1224 -0.5509 2.0197
C 5.0940 -1.5405 1.3527
C 5.6765 -1.1857 -0.0154
N 6.7636 -0.1781 0.0382
C 6.7216 1.1119 -0.2841
N 7.8574 1.8222 -0.2652
N 5.5869 1.7115 -0.5995
C 2.2259 -0.0945 0.3306
O 2.9981 0.4680 -0.4157
O 0.9388 -0.1761 0.1190
H 1.9598 0.6313 2.9864
H 1.6262 -0.9040 3.4271
H 2.4613 -1.8179 1.5110
H 4.1803 -0.7006 3.0979
H 4.4227 0.4854 1.8334
H 4.5854 -2.5037 1.2497
H 5.9375 -1.7188 2.0227
H 4.9080 -0.8419 -0.7032
H 6.1207 -2.0734 -0.4601
H 7.6575 -0.5192 0.3532
H 8.7469 1.3744 -0.1320
H 7.8704 2.7835 -0.5563
H 4.6931 1.2413 -0.5339
H 5.5995 2.6532 -0.9512
N -0.7966 4.8128 5.2091
C -0.7485 3.7290 4.4078
C -1.0986 2.4514 4.8756
C -1.0479 1.3809 4.0230
N -0.6703 1.4662 2.7317
C -0.3155 2.6873 2.2933
C -0.3306 3.8181 3.0656
H -1.1350 4.7440 6.1520
H -0.6134 5.7329 4.8521
H -1.4194 2.3031 5.9004
H -1.3263 0.4005 4.3804
H 0.0171 2.7506 1.2681
H -0.0305 4.7678 2.6376
*
```

=====

no.,energy (Eh)
1,-4157.51318
2,-1917.80384
3,-2250.21296
4,-2593.32159
5,-2043.50209
6,-9574.24307